w | ORCA calculation (wB97M-V/def2-TZVPD) on a single C4H8ClN molecule.

```
14
Properties=species:S:1:pos:R:3:mulliken_charge:R:1
C -0.86 0.95 1.49 -1.208
C -0.52 0.52 0.07 0.209
C 0.58 -0.46 -0.21 -0.095
C 0.40 -1.38 -1.31 -0.629
H -1.92 0.65 1.83 0.291
H -0.67 2.03 1.69 0.299
H -0.23 0.37 2.14 0.333
H -1.41 0.39 -0.57 0.312
H 1.23 1.39 0.16 0.239
H 1.08 -0.85 0.65 0.414
H 0.32 -2.45 -1.13 0.369
H -0.50 -1.14 -1.92 0.227
N 0.69 0.97 -0.54 -0.547
Cl 1.78 -0.97 -2.37 -0.214
```

HOMO-LUMO gap   10.5 eV
Structure (SMILES)   C[C@H]1N[C@@H]1CCl
HOMO energy   -9.46 eV
LUMO   1.0 eV



x | ORCA calculation (wB97M-V/def2-TZVPD) on 2 unconnected molecules or ions with the total composition C4H8ClN.

```
14
Properties=species:S:1:pos:R:3:mulliken_charge:R:1
C -0.06 0.65 2.10 -0.382
C -1.18 0.16 1.64 -0.667
C -0.21 -1.80 -0.35 -0.064
C 0.14 0.25 -1.64 -0.689
N -0.10 -1.21 -1.55 -0.125
Cl -0.56 -3.41 -0.51 -0.175
H 0.21 1.69 2.02 0.270
H 0.40 0.14 2.91 0.265
H -1.49 -0.81 1.76 0.331
H -1.79 0.76 0.83 0.224
H 1.04 0.39 -2.11 0.347
H -0.63 0.72 -2.26 0.300
H 0.01 0.69 -0.63 0.101
H -0.30 -1.52 -2.52 0.265
```

HOMO-LUMO gap   9.4 eV
HOMO energy   -8.41 eV
LUMO   1.0 eV



y | ORCA calculation (wB97M-V/def2-TZVPD) on 2 unconnected molecules or ions with the total composition C4H8ClN.

```
14
Properties=species:S:1:pos:R:3:mulliken_charge:R:1
C -1.32 -1.58 2.02 -0.629
C -1.08 -0.24 1.94 0.044
C 0.54 -0.36 -2.11 -0.241
C 1.23 1.45 -0.79 -0.860
N 1.22 0.01 -1.09 -0.398
Cl -2.29 0.86 1.73 -0.170
H -2.29 -2.08 2.06 0.251
H -0.52 -2.34 1.97 0.231
H -0.05 0.13 1.74 0.270
H 0.66 -1.48 -2.31 0.227
H -0.12 0.18 -2.74 0.302
H 0.30 1.94 -0.63 0.319
H 1.98 1.56 -0.03 0.291
H 1.74 1.94 -1.75 0.362
```

HOMO-LUMO gap   10.3 eV
Structure (SMILES)   C=CCl.C=NC
HOMO energy   -9.38 eV
LUMO   0.9 eV



Most stable to least stable: w, y, x



w | ORCA calculation (wB97M-V/def2-TZVPD) on a molecular structure, C4H8ClN.

```
14
Properties=species:S:1:pos:R:3:mulliken_charge:R:1
C 0.71 0.07 0.43 0.063
C -0.46 1.05 0.26 -0.834
C -1.13 -0.11 -0.42 0.123
C -0.30 -1.05 0.35 -0.796
H 1.90 0.84 -0.96 0.209
H 2.29 -0.72 -0.62 0.252
H 1.26 0.11 1.34 0.396
H -0.32 1.93 -0.35 0.328
H -0.89 1.39 1.22 0.258
H -0.98 -0.26 -1.49 0.299
H -0.68 -1.15 1.32 0.285
H 0.00 -2.02 -0.04 0.320
N 1.48 -0.05 -0.81 -0.658
Cl -2.88 -0.04 -0.23 -0.244
```

HOMO-LUMO gap   10.6 eV
HOMO energy   -9.63 eV
LUMO   1.0 eV



x | ORCA calculation (wB97M-V/def2-TZVPD) on a single C4H8ClN molecule.

```
14
Properties=species:S:1:pos:R:3:mulliken_charge:R:1
C 1.23 -1.22 -0.27 -1.590
C 0.16 -0.22 -0.02 1.141
C 0.10 1.04 -0.94 -0.784
C 0.48 0.82 1.10 -0.717
H 1.21 -1.97 0.52 0.359
H 2.22 -0.80 -0.33 0.411
H 1.00 -1.74 -1.19 0.366
H 0.50 0.92 -1.94 0.304
H -0.91 1.42 -1.09 0.334
H 0.83 2.68 0.18 0.235
H 1.17 0.50 1.82 0.340
H -0.44 1.15 1.69 0.279
N 0.98 1.69 0.03 -0.438
Cl -1.42 -0.97 0.06 -0.242
```

HOMO-LUMO gap   10.4 eV
Structure (SMILES)   CC1(Cl)CNC1
HOMO energy   -9.39 eV
LUMO   1.0 eV



Most stable to least stable: x, w



w | ORCA calculation (wB97M-V/def2-TZVPD) on 2 unconnected molecules or ions with the total composition CHCl3N2.

```
7
Properties=species:S:1:pos:R:3:mulliken_charge:R:1
C 0.53 0.45 1.01 0.393
N 2.45 0.08 -1.21 -0.243
N -0.40 -0.26 0.87 -0.251
Cl 0.94 2.00 0.60 -0.045
Cl 4.03 -0.13 -0.64 0.013
Cl -0.26 -2.03 1.49 -0.109
H 2.48 -0.03 -2.14 0.242
```

HOMO-LUMO gap (spin up / spin down)   9.1 / 7.3 eV
HOMO energy (spin up / spin down)   -10.52 / -8.71 eV
LUMO (spin up / spin down)   -1.4 / -1.4 eV



x | ORCA calculation (wB97M-V/def2-TZVPD) on 2 unconnected molecules or ions with the total composition CHCl3N2.

```
7
Properties=species:S:1:pos:R:3:mulliken_charge:R:1
C -2.00 -0.66 0.21 0.395
N -1.31 -1.55 0.46 -0.361
N 1.53 0.37 -0.54 -0.233
Cl -3.04 0.52 -0.24 -0.030
Cl 3.03 0.13 0.28 -0.043
Cl 0.64 1.75 0.23 -0.055
H 1.15 -0.56 -0.40 0.327
```

HOMO-LUMO gap   9.8 eV
Structure (SMILES)   ClNCl.N#CCl
HOMO energy   -10.01 eV
LUMO   -0.2 eV



Most stable to least stable: x, w



w | ORCA calculation (wB97M-V/def2-TZVPD) on a molecular structure, C5H8FNO.

```
16
Properties=species:S:1:pos:R:3:mulliken_charge:R:1
C 0.44 -0.91 -0.45 0.072
C 0.19 -0.18 0.90 -0.645
C -1.30 0.14 0.77 -0.618
C 0.06 0.48 -1.02 -0.603
C 0.80 1.05 0.20 0.249
H 2.00 -1.98 -0.11 0.332
H -0.26 -1.72 -0.70 0.342
H 0.54 -0.57 1.86 0.483
H -1.62 0.92 1.47 0.318
H -1.93 -0.74 0.92 0.310
H -1.92 0.05 -1.21 0.280
H 0.29 0.78 -2.05 0.491
H 1.88 1.01 0.10 0.431
N -1.34 0.65 -0.63 -0.550
O 1.77 -1.27 -0.71 -0.545
F 0.42 2.28 0.66 -0.348
```

HOMO-LUMO gap   9.7 eV
HOMO energy   -9.01 eV
LUMO   0.7 eV



x | ORCA calculation (wB97M-V/def2-TZVPD) on a molecular structure, C5H8FNO.

```
16
Properties=species:S:1:pos:R:3:mulliken_charge:R:1
C 0.32 0.59 0.86 -0.164
C -0.70 0.52 -0.30 -0.490
C -1.20 -0.76 0.04 -0.706
C 0.92 -0.61 -0.08 -0.259
C 0.60 0.24 -1.25 0.162
H 0.61 2.60 0.51 0.369
H -0.08 0.35 1.78 0.538
H -1.69 1.08 -0.54 0.344
H -1.98 -0.99 -0.76 0.322
H -1.71 -0.87 1.00 0.331
H 0.13 -2.18 1.12 0.307
H 2.04 -0.82 -0.01 0.409
H 1.21 1.11 -1.04 0.420
N 0.04 -1.69 0.17 -0.576
O 1.19 1.58 1.09 -0.669
F 0.29 -0.14 -2.60 -0.338
```

HOMO-LUMO gap   8.6 eV
HOMO energy   -8.52 eV
LUMO   0.1 eV



Most stable to least stable: w, x



w | ORCA calculation (wB97M-V/def2-TZVPD) on a single C6H6 molecule.

```
12
Properties=species:S:1:pos:R:3:lowdin_spin:R:1
C -0.66 0.26 0.26 0.160
C -0.19 1.35 -0.15 0.584
C 0.33 2.46 -0.57 0.720
C 0.39 -1.61 0.77 0.041
C -1.00 -1.11 0.52 0.080
C 0.12 -0.76 -0.44 0.285
H 0.03 2.90 -1.51 0.051
H 1.14 2.95 -0.05 0.049
H 0.95 -1.17 1.59 0.005
H 0.58 -2.67 0.64 0.006
H -1.94 -1.61 0.41 0.007
H 0.24 -1.00 -1.47 0.013
```

HOMO-LUMO gap (spin up / spin down)   4.9 / 6.8 eV
Multiplicity   3
⟨S²⟩   2.0095
HOMO energy (spin up / spin down)   -3.78 / -8.54 eV
LUMO (spin up / spin down)   1.2 / -1.7 eV



x | ORCA calculation (wB97M-V/def2-TZVPD) on a single C6H6 molecule.

```
12
Properties=species:S:1:pos:R:3:lowdin_spin:R:1
C -0.11 -0.09 -2.62 0.144
C -0.31 -0.31 -3.84 1.285
C 1.07 -0.77 0.85 0.225
C 1.00 -0.67 -0.51 -0.010
C 0.00 -0.01 -1.28 0.285
C -1.02 0.83 -0.46 0.026
H 0.28 -0.55 1.67 0.012
H 1.91 -1.12 1.34 0.018
H 1.97 -0.78 -1.04 -0.003
H -0.50 1.66 0.11 0.012
H -1.52 0.29 0.23 0.008
H -1.74 1.22 -1.06 -0.001
```

HOMO-LUMO gap (spin up / spin down)   8.9 / 7.1 eV
Multiplicity   3
⟨S²⟩   2.0895
HOMO energy (spin up / spin down)   -7.85 / -9.90 eV
LUMO (spin up / spin down)   1.1 / -2.8 eV



Most stable to least stable: x, w



w | ORCA calculation (wB97M-V/def2-TZVPD) on 2 unconnected molecules or ions with the total composition C7H14N3.

```
24
Properties=species:S:1:pos:R:3:mulliken_charge:R:1
C 0.53 1.91 -0.12 -0.729
C -0.83 1.87 -0.03 -0.356
C 3.26 -0.04 -0.66 -0.741
C 3.16 0.07 0.82 -0.732
C 2.03 -0.53 0.06 0.450
C 0.81 0.18 -0.18 0.222
C -0.69 -1.76 -0.19 -0.734
N -0.39 -0.35 -0.19 0.226
N -3.98 0.00 0.14 -0.926
N -1.36 0.59 -0.05 -0.213
H 1.25 2.62 -0.30 0.449
H -1.65 2.54 0.03 0.472
H 3.03 0.89 -1.17 0.223
H 3.88 -0.72 -0.98 0.380
H 3.86 -0.51 1.43 0.241
H 3.14 0.98 1.26 0.295
H 2.02 -1.66 0.10 0.311
H -0.54 -2.08 0.80 0.431
H -1.82 -1.72 -0.33 0.127
H -0.02 -2.35 -0.95 0.311
H -4.27 -0.16 1.08 0.268
H -4.78 0.60 -0.21 0.292
H -4.17 -0.87 -0.30 0.265
H -2.47 0.53 -0.07 0.465
```

HOMO-LUMO gap   10.1 eV
HOMO energy   -12.72 eV
Charge   +1
LUMO   -2.6 eV



x | ORCA calculation (wB97M-V/def2-TZVPD) on a gas-phase ion, C7H14N3 (charge +1).

```
24
Properties=species:S:1:pos:R:3:mulliken_charge:R:1
C -1.27 -2.53 0.20 -0.416
C 0.62 -1.41 0.63 -0.043
C -0.29 -0.71 -0.09 0.826
C 1.89 -0.87 1.21 -1.445
C 0.87 1.29 -1.21 -0.819
C -0.27 1.79 0.78 -0.880
C -1.52 1.11 -1.28 -0.919
N -1.40 -1.41 -0.39 -0.452
N -0.03 -2.61 0.77 -0.048
N -0.26 0.95 -0.45 0.077
H -1.87 -3.39 0.04 0.399
H 1.61 0.03 1.72 0.284
H 2.30 -1.53 1.91 0.417
H 2.52 -0.58 0.41 0.357
H 0.80 2.38 -1.63 0.334
H 1.69 1.09 -0.52 0.358
H 0.93 0.56 -2.06 0.390
H -0.58 2.73 0.46 0.450
H -1.17 1.44 1.42 0.325
H 0.66 1.76 1.31 0.391
H -1.69 2.09 -1.28 0.460
H -1.45 0.69 -2.40 0.320
H -2.40 0.59 -0.80 0.383
H 0.29 -3.47 1.27 0.252
```

HOMO-LUMO gap   10.6 eV
Structure (SMILES)   Cc1[nH]cnc1[N+](C)(C)C
HOMO energy   -13.09 eV
Charge   +1
LUMO   -2.5 eV



y | ORCA calculation (wB97M-V/def2-TZVPD) on 2 unconnected molecules or ions with the total composition C7H14N3.

```
24
Properties=species:S:1:pos:R:3:mulliken_charge:R:1
C 0.40 2.42 -0.78 -0.335
C -0.35 1.86 0.22 -0.431
C 1.12 0.39 -0.44 -0.309
C -2.39 -0.21 1.71 -1.143
C 2.35 1.65 -2.15 -0.802
C -0.57 -2.32 0.02 -0.915
C -0.28 -0.34 1.42 -0.329
N 1.32 1.48 -1.17 0.101
N 0.11 0.60 0.42 0.276
N 0.11 -1.64 1.11 -0.294
H 0.35 3.39 -1.21 0.440
H -1.17 2.27 0.78 0.421
H 1.69 -0.52 -0.49 0.479
H -2.59 -1.09 2.30 0.379
H -2.50 0.71 2.24 0.449
H -2.80 -0.22 0.72 0.366
H 2.25 0.92 -2.95 0.339
H 2.29 2.65 -2.58 0.306
H 3.33 1.52 -1.69 0.345
H -0.65 -1.65 -0.84 0.337
H 0.00 -3.20 -0.26 0.325
H -1.59 -2.63 0.30 0.317
H 0.04 -0.01 2.41 0.373
H 0.14 -2.23 1.93 0.303
```

HOMO-LUMO gap   9.2 eV
HOMO energy   -12.15 eV
Charge   +1
LUMO   -3.0 eV



z | ORCA calculation (wB97M-V/def2-TZVPD) on a molecular structure, C7H14N3.

```
24
Properties=species:S:1:pos:R:3:mulliken_charge:R:1
C 2.20 0.52 1.57 -0.680
C 2.65 -0.01 0.33 0.278
C -1.36 -1.36 0.30 -1.483
C -1.45 0.76 -1.10 -1.555
C -1.86 0.86 1.38 -1.681
C 1.67 -0.66 -1.85 -0.762
C -1.09 0.15 0.26 1.442
N 0.91 0.67 1.55 -0.713
N 0.29 0.40 0.53 0.751
N 1.71 -0.23 -0.51 -0.084
H 2.80 0.79 2.42 0.430
H 3.69 -0.20 0.14 0.456
H -2.42 -1.53 0.15 0.437
H -0.82 -1.88 -0.49 0.293
H -1.07 -1.77 1.26 0.396
H -1.02 0.21 -1.92 0.346
H -2.53 0.74 -1.22 0.444
H -1.13 1.80 -1.15 0.426
H -2.92 0.71 1.23 0.451
H -1.59 0.44 2.35 0.439
H -1.65 1.92 1.39 0.433
H 1.02 -1.53 -1.95 0.277
H 1.29 0.14 -2.49 0.316
H 2.68 -0.93 -2.19 0.344
```

HOMO-LUMO gap   9.2 eV
HOMO energy   -13.82 eV
Charge   +1
LUMO   -4.6 eV



Most stable to least stable: y, x, z, w